{"formula": "C7H14OP", "method": "the ωB97M-V functional and the def2-TZVPD basis", "species": ["C", "C", "C", "C", "C", "C", "C", "O", "P", "H", "H", "H", "H", "H", "H", "H", "H", "H", "H", "H", "H", "H", "H"], "xyz": [[-1.049, 0.714, -0.508], [-0.151, -0.344, -0.888], [-1.495, 0.454, 0.910], [-2.991, 0.193, 1.166], [-0.342, 2.055, -0.659], [2.284, -0.030, 0.995], [1.979, -2.313, -1.105], [-0.719, 0.531, 1.812], [1.462, -0.670, -0.509], [-1.833, 0.560, -1.270], [-0.380, -1.120, -1.679], [-3.454, 1.027, 1.464], [-2.908, -0.481, 1.885], [-3.629, -0.182, 0.370], [0.218, 2.435, 0.237], [-0.990, 2.831, -0.890], [0.269, 1.924, -1.454], [2.395, -0.821, 1.758], [1.710, 0.847, 1.426], [3.289, 0.307, 0.696], [1.267, -2.612, -1.829], [2.117, -2.913, -0.154], [2.952, -2.395, -1.773]], "multiplicity": 3, "de_lowest_kcal_mol": 27.0, "charge": 1, "orbital_gap_ev": [8.75, 6.25]}